(1)
Molecular formula: C3H7N3
Method: DFT, wB97M-V/def2-TZVPD

SMILES   N#C[C@H](N)CN
HOMO energy   -10.036 eV
Strongest force on any atom   1.080 eV/A

Each line ends with the natural charge from an NBO analysis.
Element x y z (Å)
N1 -2.705612 0.647506 1.291346  -0.323
C1 -1.670428 0.649985 0.776049  0.277
C2 -0.335179 0.596595 0.150926  -0.166
N2 -0.418348 1.163435 -1.194986  -0.813
C3 0.139583 -0.876516 0.096572  -0.220
N3 1.562653 -0.992105 0.388626  -0.843
H1 0.362621 1.122797 0.821787  0.224
H2 0.507850 1.166368 -1.614123  0.360
H3 -0.726621 2.131212 -1.154162  0.368
H4 -0.419141 -1.447330 0.843763  0.210
H5 -0.149907 -1.266515 -0.889440  0.197
H6 1.735483 -1.824516 0.939569  0.369
H7 2.117045 -1.070916 -0.455928  0.359

Atoms 1-6, force components in eV/Å:
N 1.0 0.1 -0.5
C -0.9 0.0 0.4
C 0.0 -0.1 0.2
N 0.2 0.2 0.0
C -0.3 0.0 0.0
N 0.1 -0.2 -0.1

---

(2)
Molecular formula: C3H5N2O2
Method: DFT, wB97M-V/def2-TZVPD

Net charge   +1
HOMO energy (alpha / beta)   -13.666 / -13.675 eV
Strongest force on any atom   6.173 eV/A

Each line ends with the natural charge from an NBO analysis.
Element x y z (Å)
C1 2.848062 -1.164990 0.038217  0.493
C2 1.256215 0.691514 0.110852  0.665
C3 -2.223766 0.340283 0.340270  -0.258
N1 2.211878 -0.213300 0.309067  -0.301
N2 -0.166106 -0.329472 -0.680449  -0.244
O1 1.008545 1.782221 0.428470  -0.349
O2 -1.254010 0.409360 -0.733909  -0.304
H1 3.390800 -2.054461 -0.159023  0.306
H2 -2.780507 1.187526 0.231473  0.215
H3 -1.734152 0.307976 1.476537  0.200
H4 -2.862427 -0.584221 0.216235  0.216
H5 0.305466 -0.372440 -1.577739  0.360

Atoms 1-6, force components in eV/Å:
C -2.4 3.1 1.1
C -5.8 0.6 -1.9
C 2.2 -3.7 3.1
N 4.5 -4.2 -0.4
N 1.8 -0.1 2.8
O 1.0 0.2 0.6

---

(3)
Molecular formula: C46H34Cl2I2NO2PSiSn
Method: DFT, wB97M-V/def2-TZVPD

HOMO energy   -7.071 eV
Strongest force on any atom   0.818 eV/A

Each line ends with the Löwdin charge.
Element x y z (Å)
Sn1 -1.701814 -0.558323 -1.143769  1.233
I1 -0.460514 2.564041 3.120759  1.135
C1 1.358292 3.593343 3.384540  -0.577
C2 1.139406 4.746194 4.098580  -0.192
C3 2.172319 5.648116 4.394081  -0.076
C4 3.431311 5.342452 3.992646  -0.042
C5 3.702999 4.146882 3.287964  -0.158
C6 5.066183 3.898686 2.982362  -0.038
C7 5.437032 2.781013 2.320302  -0.067
C8 4.428559 1.900062 1.878601  -0.124
C9 3.080941 2.077491 2.114919  -0.287
P1 2.226784 0.721216 1.165066  1.136
C10 1.191255 1.585182 -0.091961  -0.359
C11 0.754397 2.907099 -0.000150  -0.135
C12 0.237397 3.579894 -1.100903  -0.080
C13 0.166279 2.953539 -2.335070  -0.086
C14 0.624745 1.649417 -2.460755  -0.123
C15 1.142910 0.977542 -1.359770  -0.179
C16 1.169180 -0.140015 2.377892  -0.473
C17 1.686720 -0.372316 3.650720  -0.122
C18 1.017140 -1.199286 4.543309  -0.081
C19 -0.179886 -1.801738 4.179657  -0.085
C20 -0.698894 -1.578576 2.910955  -0.091
C21 -0.013211 -0.772388 2.016566  -0.197
C22 2.667045 3.227121 2.910270  -0.159
H1 0.139471 4.970154 4.440377  0.067
H2 1.954692 6.560397 4.933721  0.108
H3 4.259473 6.005906 4.212564  0.113
H4 5.800885 4.627871 3.304236  0.114
H5 6.475944 2.567524 2.105862  0.107
H6 4.727826 1.034058 1.302886  0.076
H7 0.835667 3.449268 0.930683  0.027
H8 -0.092809 4.605966 -0.986071  0.109
H9 -0.204644 3.486409 -3.201809  0.106
H10 0.631559 1.166175 -3.430676  0.095
H11 1.579751 -0.006694 -1.507587  0.073
H12 2.610095 0.108699 3.952434  0.106
H13 1.431309 -1.370228 5.530015  0.104
H14 -0.698276 -2.450890 4.873987  0.102
H15 -1.636446 -2.038546 2.618925  0.109
H16 -0.416751 -0.603114 1.028376  -0.023
Cl1 -7.186980 -5.262934 -3.814098  0.654
C23 -5.838822 -4.221406 -3.448310  -0.667
C24 -4.639334 -4.383558 -4.154842  -0.115
C25 -3.564805 -3.579257 -3.891720  -0.558
Cl2 -2.095198 -3.818573 -4.764960  0.769
C26 -3.608313 -2.550096 -2.899152  -0.358
O1 -2.567686 -1.819928 -2.680652  -0.334
C27 -4.834417 -2.432122 -2.197070  -0.127
C28 -5.000089 -1.495498 -1.117327  -0.185
O2 -4.197792 -0.639821 -0.755702  -0.138
C29 -5.932125 -3.269673 -2.480500  -0.070
H17 -4.559921 -5.156182 -4.907948  0.108
H18 -5.959134 -1.569826 -0.575252  0.135
H19 -6.854021 -3.139911 -1.925769  0.115
I2 -5.636621 1.674024 3.350867  0.868
C30 -4.680180 2.383412 1.643119  -0.724
C31 -5.210136 3.432191 0.911750  -0.136
C32 -4.535268 3.836320 -0.230398  -0.054
C33 -3.377766 3.165027 -0.593692  -0.141
N1 -2.864925 2.164957 0.116145  0.027
C34 -3.503502 1.787468 1.217728  -0.297
H20 -6.126706 3.917119 1.219694  0.098
H21 -4.905476 4.658283 -0.828636  0.106
H22 -2.837673 3.434466 -1.495698  0.103
H23 -3.062558 0.969386 1.781942  0.077
C35 3.921626 -3.002830 1.413440  -0.096
C36 3.992594 -2.412875 0.160221  -0.107
C37 2.854355 -2.317316 -0.631687  -0.142
C38 1.624140 -2.824385 -0.202630  -0.354
C39 1.582910 -3.435547 1.058456  -0.131
C40 2.710472 -3.520804 1.861901  -0.092
Si1 0.048884 -2.697488 -1.248730  0.608
C41 0.717787 -2.652148 -3.027018  -0.370
C42 1.607571 -3.634940 -3.472692  -0.114
C43 2.108701 -3.624384 -4.766208  -0.086
C44 1.732264 -2.622484 -5.653624  -0.094
C45 0.850774 -1.636275 -5.239029  -0.097
C46 0.355946 -1.657561 -3.939760  -0.173
H24 4.804478 -3.066417 2.038449  0.098
H25 4.937049 -2.026544 -0.205167  0.100
H26 2.935756 -1.853056 -1.609329  0.095
H27 0.645990 -3.854332 1.417569  0.096
H28 2.645975 -3.986415 2.838134  0.101
H29 -0.553015 -4.053859 -1.093985  -0.026
H30 1.912563 -4.423196 -2.791449  0.107
H31 2.795044 -4.399749 -5.084627  0.101
H32 2.118911 -2.618570 -6.664815  0.099
H33 0.536490 -0.862598 -5.929562  0.103
H34 -0.352140 -0.889698 -3.652112  0.053

Atoms 1-6, force components in eV/Å:
Sn -0.2 -0.3 -0.7
I 0.0 -0.1 0.2
C 0.0 -0.1 -0.1
C 0.1 0.1 0.0
C -0.1 0.0 0.0
C 0.1 0.0 0.0

---

Total energy? In order: -7694.19855; -10253.12891; -118082.23184 eV.